No. 1
Molecular formula: C7H8Cl4F9NaO9S3
Method: DFT, wB97M-V/def2-TZVPD

Its net charge is -2. As for the multiplicity: 1. The value obtained for the energy relative to the best compared isomer or geometry (same formula, charge and spin) is 374.8 kJ/mol. The value obtained for the total energy is -5045.2280 hartree. The value obtained for the largest force on an atom is 6.476 eV Å⁻¹. The value obtained for the HOMO energy is -2.240 eV. The HOMO-LUMO gap comes out at 5.37 eV.

Each line ends with the natural charge from an NBO analysis.
Cartesian coordinates (Å):
F1 -13.646 29.322 -6.189  -0.354
Cl1 -10.745 22.082 -3.416  -0.031
F2 -9.823 28.217 -2.230  -0.327
Cl2 -12.843 23.560 -9.220  -0.045
Cl3 -7.503 21.962 -1.983  -0.081
F3 -12.130 28.319 -5.082  -0.323
F4 -9.090 26.242 -2.602  -0.362
F5 -12.816 27.538 -7.063  -0.319
O1 -11.848 26.078 -0.057  -0.964
F6 -17.837 25.271 -1.573  -0.336
F7 -16.787 23.333 -0.951  -0.345
O2 -12.593 27.280 -2.009  -0.927
C1 -14.271 22.605 -8.758  -0.394
O3 -13.907 25.728 -4.921  -1.068
C2 -13.135 28.092 -5.945  0.721
C3 -16.951 24.672 -0.714  0.730
O4 -14.647 27.719 -3.617  -0.889
O5 -15.685 27.159 -5.827  -1.022
H1 -9.389 22.558 -5.215  0.230
H2 -14.146 21.533 -8.914  0.208
C4 -14.673 22.848 -7.311  -0.364
F8 -17.403 24.902 0.556  -0.341
O6 -11.770 24.994 -2.222  -1.048
S1 -14.489 27.065 -4.962  2.273
H3 -15.094 22.908 -9.406  0.216
Na1 -13.157 23.663 -3.762  0.927
H4 -15.515 22.186 -7.110  0.215
H5 -7.295 23.088 -4.034  0.210
O7 -14.364 25.142 0.321  -0.971
C5 -8.156 22.861 -3.405  -0.381
S2 -11.637 26.239 -1.508  2.254
O8 -15.083 26.863 -1.056  -0.928
C6 -9.804 26.984 -1.729  0.723
S3 -15.116 25.413 -0.916  2.255
F9 -9.198 27.033 -0.534  -0.335
H6 -8.549 23.812 -3.045  0.263
Cl4 -13.239 22.225 -6.390  -0.102
H7 -8.901 21.097 -4.457  0.210
H8 -14.909 23.880 -7.053  0.276
C7 -9.207 22.119 -4.234  -0.407
O9 -14.548 24.763 -2.123  -1.047

No. 2
Molecular formula: C7H8ClN2O
Method: DFT, wB97M-V/def2-TZVPD

Its net charge is +1. As for the multiplicity: 1. The value obtained for the energy relative to the best compared isomer or geometry (same formula, charge and spin) is 188.3 kJ/mol. The value obtained for the total energy is -916.0374 hartree. The value obtained for the largest force on an atom is 4.189 eV Å⁻¹. The value obtained for the HOMO energy (spin up / spin down) is -14.215 / -14.215 eV. The HOMO-LUMO gap (spin up / spin down) comes out at 8.42 / 8.42 eV.

Each line ends with the natural charge from an NBO analysis.
Cartesian coordinates (Å):
H1 -0.857 -2.425 1.039  0.281
C1 -1.584 -0.411 1.238  -0.048
H2 3.885 1.044 -0.631  0.227
H3 -1.528 -0.560 -2.069  0.258
H4 -2.339 -0.529 2.068  0.282
C2 -0.472 -1.362 0.977  -0.432
Cl1 -3.976 0.362 -0.457  0.146
H5 0.582 -1.407 -1.095  0.302
C3 -0.153 -0.968 -0.475  -0.387
C4 -2.308 -0.037 -0.066  0.011
H6 2.718 2.007 -1.562  0.222
H7 0.314 -1.357 1.720  0.268
C5 0.738 0.305 -0.052  0.682
C6 -1.375 -0.597 -0.995  0.014
H8 2.858 2.095 0.263  0.216
O1 1.951 0.340 -0.540  -0.457
N1 -1.285 0.890 0.771  -0.086
N2 -0.059 1.155 0.459  -0.245
C7 2.888 1.454 -0.594  -0.254

No. 3
Molecular formula: C7H8ClNO2S
Method: DFT, wB97M-V/def2-TZVPD

Its net charge is 0. As for the multiplicity: 1. The value obtained for the energy relative to the best compared isomer or geometry (same formula, charge and spin) is 155.3 kJ/mol. The value obtained for the total energy is -1334.9533 hartree. The value obtained for the largest force on an atom is 5.293 eV Å⁻¹. The value obtained for the HOMO energy (spin up / spin down) is -9.063 / -9.342 eV. The HOMO-LUMO gap (spin up / spin down) comes out at 7.07 / 7.39 eV.

Each line ends with the natural charge from an NBO analysis.
Cartesian coordinates (Å):
N1 1.273 -2.112 1.695  -0.588
C1 0.154 0.986 -0.414  -0.150
H1 -1.481 -2.057 0.714  0.272
C2 1.385 0.396 -0.568  -0.002
C3 -0.611 -1.607 0.227  -0.233
S1 -2.535 0.554 -0.067  1.853
H2 1.480 -1.719 -1.209  0.257
C4 0.121 2.511 -0.427  -0.652
O1 -2.808 1.974 0.166  -0.874
Cl1 -1.129 -2.068 -1.463  -0.064
C5 -0.867 0.311 0.225  -0.199
C6 1.733 -1.073 -0.409  -0.523
O2 -3.285 -0.434 0.680  -0.879
H3 2.296 0.871 -0.917  0.212
H4 0.647 -2.521 2.412  0.353
C7 0.791 -1.719 0.611  0.255
H5 -0.829 2.956 -0.308  0.255
H6 0.677 2.967 0.456  0.236
H7 0.322 2.823 -1.427  0.228
H8 2.666 -1.037 0.024  0.245

No. 4
Molecular formula: C7H8ClPS
Method: DFT, wB97M-V/def2-TZVPD

Its net charge is 0. As for the multiplicity: 1. The value obtained for the energy relative to the best compared isomer or geometry (same formula, charge and spin) is 177.9 kJ/mol. The value obtained for the total energy is -1471.1851 hartree. The value obtained for the largest force on an atom is 4.921 eV Å⁻¹. The value obtained for the HOMO energy (spin up / spin down) is -8.033 / -8.035 eV. The HOMO-LUMO gap (spin up / spin down) comes out at 6.82 / 6.82 eV.

Each line ends with the natural charge from an NBO analysis.
Cartesian coordinates (Å):
C1 0.734 -0.525 1.188  -0.176
S1 -2.280 2.138 -0.006  -0.310
C2 -1.317 3.766 -0.202  -0.667
H1 -0.323 3.600 -0.020  0.219
H2 2.872 -0.973 1.646  0.223
C3 2.153 -1.996 -0.106  -0.194
P1 -2.051 -0.338 0.912  0.861
C4 1.113 -2.205 -1.020  -0.200
Cl1 -3.305 -1.148 -0.391  -0.233
H3 0.809 -0.032 2.094  0.221
C5 -0.147 -1.636 -0.684  -0.184
H4 -0.844 -1.964 -1.528  0.231
H5 -1.955 4.548 0.213  0.225
H6 -1.543 3.893 -1.235  0.218
H7 1.265 -2.850 -1.798  0.212
C6 2.008 -1.147 0.958  -0.210
H8 3.198 -2.285 -0.444  0.214
C7 -0.385 -0.844 0.423  -0.449

No. 5
Molecular formula: C7H8FN2
Method: DFT, wB97M-V/def2-TZVPD

Its net charge is +1. As for the multiplicity: 1. Its SMILES is [NH2+]=C=CC/C=C(/F)[C@H]1C=N1. The value obtained for the energy relative to the best compared isomer or geometry (same formula, charge and spin) is 178.0 kJ/mol. The value obtained for the total energy is -480.4796 hartree. The value obtained for the largest force on an atom is 2.968 eV Å⁻¹. The value obtained for the HOMO energy is -13.526 eV. The HOMO-LUMO gap comes out at 9.06 eV.

Each line ends with the natural charge from an NBO analysis.
Cartesian coordinates (Å):
H1 -1.332 -1.520 -1.437  0.293
C1 -1.261 0.748 -1.137  -0.450
N1 0.960 -0.101 1.571  -0.396
H2 -2.310 -1.698 2.245  0.459
N2 -1.477 -1.352 1.735  -0.662
H3 1.552 -1.300 -0.256  0.223
H4 0.143 2.208 -1.973  0.254
C2 2.151 0.125 1.274  0.171
C3 0.101 1.352 -1.375  -0.232
C4 -1.324 -0.704 -0.710  -0.218
F1 2.517 1.316 -1.240  -0.352
H5 -0.528 -1.222 2.259  0.491
C5 1.430 -0.302 0.115  -0.251
H6 -1.913 0.993 -2.028  0.274
H7 3.207 0.505 1.486  0.273
H8 -1.683 1.204 -0.245  0.238
C6 1.208 0.848 -0.810  0.379
C7 -1.443 -1.101 0.525  0.506

No. 6
Molecular formula: C7H8IN2
Method: DFT, wB97M-V/def2-TZVPD

Its net charge is +1. As for the multiplicity: 3. The value obtained for the energy relative to the best compared isomer or geometry (same formula, charge and spin) is 0.0 kJ/mol. The value obtained for the total energy is -678.2225 hartree. As for the expectation value of S²: 2.010. The value obtained for the largest force on an atom is 6.690 eV Å⁻¹. The value obtained for the HOMO energy (spin up / spin down) is -12.939 / -13.381 eV. The HOMO-LUMO gap (spin up / spin down) comes out at 7.80 / 5.92 eV.

Each line ends with the Löwdin spin population.
Cartesian coordinates (Å):
C1 -0.579 -1.674 1.592  0.004
H1 2.113 2.273 -0.570  0.000
I1 -3.442 -1.817 1.000  0.011
H2 -3.444 0.362 -0.806  0.015
C2 0.197 1.642 -1.184  0.082
H3 -1.104 -1.540 2.578  0.000
C3 -1.323 0.063 -0.424  0.013
C4 1.642 1.953 -1.410  0.014
C5 -2.168 1.824 -1.499  0.842
H4 -1.331 -2.248 -0.440  0.001
N1 -0.172 0.520 -0.573  0.047
C6 -0.952 2.196 -1.726  0.812
H5 2.144 1.084 -1.902  0.000
H6 0.428 -1.151 1.585  0.001
H7 -0.358 -2.664 1.577  0.001
C7 -1.488 -1.636 0.356  0.030
H8 1.762 2.804 -2.088  0.003
N2 -2.449 0.674 -0.927  0.123

No. 7
Molecular formula: C7H8IO2S
Method: DFT, wB97M-V/def2-TZVPD

Its net charge is -1. As for the multiplicity: 1. The value obtained for the energy relative to the best compared isomer or geometry (same formula, charge and spin) is 0.0 kJ/mol. The value obtained for the total energy is -1117.8532 hartree. The value obtained for the largest force on an atom is 3.994 eV Å⁻¹. The value obtained for the HOMO energy is -4.327 eV. The HOMO-LUMO gap comes out at 7.52 eV.

Each line ends with the natural charge from an NBO analysis.
Cartesian coordinates (Å):
H1 1.109 -3.104 -1.486  0.209
H2 1.458 1.053 2.054  0.232
O1 3.275 1.341 0.208  -0.664
C1 0.326 -1.151 -1.023  -0.210
H3 -0.631 -3.126 -1.203  0.184
H4 -1.748 1.629 -0.432  0.197
H5 -1.798 -0.680 -1.313  0.203
H6 0.354 -0.183 1.164  0.245
C2 -0.882 -0.268 -0.950  -0.302
I1 3.267 -1.829 0.908  -0.544
C3 2.376 0.479 0.230  0.355
O2 1.443 0.809 -2.300  -1.015
H7 -0.039 2.523 0.655  0.210
C4 -0.887 0.994 -0.514  -0.115
C5 0.230 1.651 0.142  -0.520
C6 1.131 0.703 0.982  -0.538
C7 0.238 -2.489 -1.235  -0.384
H8 0.749 1.849 -0.896  0.316
S1 1.984 -0.313 -1.475  1.140

No. 8
Molecular formula: C7H8N2O
Method: DFT, wB97M-V/def2-TZVPD

Its net charge is 0. As for the multiplicity: 1. The value obtained for the energy relative to the best compared isomer or geometry (same formula, charge and spin) is 533.6 kJ/mol. The value obtained for the total energy is -456.0910 hartree. The value obtained for the largest force on an atom is 4.258 eV Å⁻¹. The value obtained for the HOMO energy (spin up / spin down) is -7.720 / -7.719 eV. The HOMO-LUMO gap (spin up / spin down) comes out at 7.71 / 7.70 eV.

Each line ends with the natural charge from an NBO analysis.
Cartesian coordinates (Å):
N1 -1.073 0.204 -0.327  -0.427
C1 2.492 0.873 0.345  -0.312
H1 3.357 1.563 0.134  0.233
H2 3.871 -0.822 -0.375  0.145
N2 1.193 1.134 0.054  -0.268
H3 -4.124 0.690 0.171  0.225
H4 2.336 -0.397 -1.415  0.079
C2 -2.135 1.006 -0.132  -0.045
H5 -0.523 -1.709 -0.124  0.277
C3 -2.744 -1.108 0.189  -0.247
C4 -3.222 0.254 0.076  -0.252
C5 -1.418 -1.112 -0.091  -0.038
H6 2.512 0.647 1.441  0.232
C6 2.735 -0.594 -0.338  0.026
C7 0.196 0.528 -0.144  0.715
H7 -2.086 2.137 -0.192  0.230
O1 1.996 -1.412 0.327  -0.798
H8 -3.362 -1.882 0.401  0.223